117
Properties=species:S:1:pos:R:3:forces:R:3:mulliken_spin:R:1 method="wB97M-V/def2-TZVPD" s2=2.024 homo_ev="-5.37 / -7.16" spin_multiplicity=3
Ti 0.8615 -0.7301 -0.4341 0.2 0.0 -0.1 1.041
C -0.0595 -2.7501 2.7403 -0.1 0.2 -0.6 0.015
Si -0.4729 -1.0837 1.7983 -0.7 -0.7 1.6 -0.074
C -2.3839 -1.1098 1.4087 0.5 0.0 -0.1 -0.012
C -3.2894 -0.4925 2.2649 -0.1 0.0 0.2 -0.001
C -4.6089 -0.2765 1.9089 -0.2 -0.1 0.0 0.001
C -5.0556 -0.6635 0.6568 -0.1 0.1 0.1 0.001
C -4.1932 -1.3285 -0.1972 0.0 0.1 -0.1 -0.003
C -2.8704 -1.5585 0.1709 0.0 -0.2 0.0 -0.009
P -1.7697 -2.6374 -0.8291 -0.7 0.3 -0.3 -0.006
C -3.0206 -3.4280 -1.9414 0.2 -0.2 0.2 -0.003
C -3.4577 -4.7059 -1.6061 0.1 0.0 0.0 -0.002
C -4.4161 -5.3465 -2.3741 -0.1 -0.1 -0.1 0.000
C -4.9403 -4.7217 -3.4946 0.0 -0.1 0.0 0.000
C -4.4926 -3.4594 -3.8490 -0.1 0.0 -0.1 0.001
C -3.5423 -2.8158 -3.0798 0.1 -0.1 0.0 0.002
C -1.1254 -1.5144 -2.1389 -0.2 0.1 0.1 0.049
C -1.6015 -0.2197 -2.3459 0.1 -0.2 0.1 0.007
C -1.2976 0.4470 -3.5251 0.0 0.1 -0.2 0.013
C -0.5375 -0.1731 -4.5038 -0.2 0.1 0.1 -0.001
C -0.0690 -1.4646 -4.3108 -0.2 -0.3 0.0 0.004
C -0.3607 -2.1324 -3.1370 -0.1 0.1 -0.2 0.024
C -0.6205 -0.0206 3.4451 0.4 0.2 -0.6 -0.009
C -0.6992 -0.5996 4.7122 0.0 -0.2 0.2 0.000
C -0.9355 0.1440 5.8553 0.0 -0.1 0.1 0.000
C -1.1200 1.5138 5.7712 -0.1 0.1 0.1 -0.001
C -1.0522 2.1169 4.5327 -0.1 -0.1 0.2 0.001
C -0.7924 1.3631 3.3930 0.1 0.2 -0.1 -0.011
P -0.6031 2.1863 1.7734 -0.6 0.2 0.9 -0.031
C 0.4767 3.5628 2.3152 0.1 -0.2 -0.3 -0.001
C 0.4149 4.7946 1.6708 0.0 0.0 0.0 -0.001
C 1.2521 5.8253 2.0544 0.1 0.2 0.0 0.000
C 2.1862 5.6317 3.0591 0.1 0.0 0.0 0.000
C 2.2836 4.3961 3.6763 0.1 0.0 0.1 0.000
C 1.4320 3.3713 3.3106 0.0 0.0 0.0 0.000
C -2.2198 3.0665 1.7041 0.2 -0.1 -0.2 -0.004
C -2.5426 4.2146 2.4216 0.0 0.0 -0.1 0.000
C -3.8187 4.7410 2.3554 0.0 0.1 0.1 0.000
C -4.7811 4.1442 1.5588 -0.1 0.0 -0.1 0.000
C -4.4615 3.0210 0.8161 -0.2 0.0 0.0 0.000
C -3.1892 2.4861 0.8919 0.2 0.1 0.0 0.001
H -0.9184 -3.1175 3.2971 -0.1 0.0 0.1 0.001
H 0.7527 -2.5764 3.4447 0.1 0.1 0.1 -0.002
H 0.2742 -3.5583 2.1042 0.0 -0.2 -0.1 -0.003
H -2.9540 -0.1676 3.2381 -0.1 0.1 0.1 0.000
H -5.2845 0.1974 2.6089 0.0 0.1 0.0 0.000
H -6.0740 -0.4642 0.3506 -0.1 0.0 0.0 0.000
H -4.5545 -1.6562 -1.1623 -0.1 0.0 0.1 0.000
H -3.0326 -5.2084 -0.7449 0.0 0.0 0.0 0.000
H -4.7469 -6.3412 -2.1061 0.0 0.0 0.0 0.000
H -5.6841 -5.2181 -4.1012 0.0 -0.1 0.0 0.000
H -4.8794 -2.9726 -4.7331 -0.1 0.0 -0.1 0.000
H -3.2010 -1.8363 -3.3779 0.0 0.1 0.0 0.001
H -2.2794 0.2178 -1.6168 0.2 0.0 0.0 -0.020
H -1.6765 1.4451 -3.6948 0.0 0.1 0.0 0.000
H -0.3155 0.3464 -5.4236 0.0 0.1 -0.1 0.002
H 0.5155 -1.9473 -5.0796 0.1 -0.1 -0.1 -0.006
H -0.0503 -3.1627 -2.9986 0.1 0.0 0.0 0.014
H -0.5896 -1.6643 4.8319 0.0 -0.1 0.0 0.000
H -0.9915 -0.3527 6.8148 0.0 0.0 0.0 0.000
H -1.3122 2.1032 6.6570 0.0 0.0 0.1 0.000
H -1.1949 3.1839 4.4505 0.0 0.1 0.0 0.000
H -0.3074 4.9486 0.8814 0.0 0.0 0.0 0.000
H 1.1739 6.7895 1.5735 0.0 0.1 -0.1 0.000
H 2.8316 6.4406 3.3672 0.1 0.1 0.0 0.000
H 3.0151 4.2288 4.4550 0.0 0.0 0.1 0.000
H 1.4932 2.4226 3.8260 0.0 0.0 0.0 0.000
H -1.7945 4.7160 3.0189 0.0 0.0 0.1 0.000
H -4.0620 5.6203 2.9342 0.0 0.1 0.0 0.000
H -5.7743 4.5626 1.5147 -0.1 0.0 0.0 0.000
H -5.2047 2.5585 0.1830 -0.1 -0.1 0.0 0.000
H -2.9359 1.6034 0.3184 0.0 -0.1 0.0 -0.001
C 3.9620 -1.2001 0.9058 0.2 -0.2 0.0 0.045
N 2.9540 -0.1565 0.7415 -0.3 0.0 -0.4 -0.043
C 2.6657 0.4303 2.0504 -0.2 0.1 0.2 0.013
C 3.4745 0.9204 -0.1132 0.1 0.4 -0.4 0.032
C 2.3569 1.8403 -0.5559 -0.1 -0.2 0.2 0.007
C 2.6476 3.1592 -0.8887 0.0 0.1 0.0 -0.006
C 1.6486 3.9890 -1.3631 0.2 0.1 -0.1 0.005
C 0.3555 3.5069 -1.4679 -0.2 -0.1 -0.1 -0.004
C 0.0757 2.2028 -1.0972 0.0 0.0 -0.2 0.009
C 1.0595 1.3143 -0.6473 0.5 1.4 -0.3 -0.025
H 4.8883 -0.7964 1.3396 -0.1 0.0 0.0 0.000
H 4.2077 -1.6449 -0.0575 0.0 0.1 0.1 -0.002
H 3.5760 -1.9774 1.5670 0.0 0.0 0.0 -0.001
H 3.5810 0.8564 2.4874 0.0 0.0 0.0 0.005
H 2.2696 -0.3215 2.7329 -0.1 0.0 0.0 0.000
H 1.9346 1.2310 1.9255 0.1 -0.2 0.1 0.005
H 3.9610 0.4795 -0.9944 -0.1 0.0 0.2 0.002
H 4.2520 1.4976 0.4191 -0.1 -0.2 0.0 0.004
H 3.6579 3.5367 -0.7832 0.1 0.0 0.0 0.002
H 1.8669 5.0108 -1.6322 0.1 0.1 0.0 0.000
H -0.4383 4.1414 -1.8406 -0.1 0.1 0.0 0.000
H -0.9574 1.8795 -1.1455 0.0 0.1 0.0 -0.002
Se 6.9496 -4.0282 -3.7350 -0.6 0.2 0.3 0.028
N 5.7281 -4.5435 -2.5387 -0.5 0.2 0.2 -0.013
C 4.7847 -3.6135 -2.4849 1.5 -0.8 -0.5 -0.014
C 3.6117 -3.7139 -1.6772 -1.1 -0.6 1.1 0.016
C 3.3173 -4.8510 -0.9314 0.7 0.8 -0.9 0.123
C 2.1151 -4.8887 -0.2417 -1.0 0.6 0.3 0.073
C 1.3093 -3.7612 -0.2276 0.0 -1.5 0.5 0.042
N 1.5981 -2.6128 -0.8444 0.4 0.1 0.0 0.117
C 2.7072 -2.6096 -1.6521 0.8 -0.3 -0.8 0.187
C 2.9079 -1.4810 -2.4784 0.4 -0.4 -0.3 0.095
N 1.9900 -0.4718 -2.3970 0.5 -0.3 0.1 0.041
C 2.1305 0.5434 -3.2389 0.2 0.3 -0.3 -0.002
C 3.1547 0.6465 -4.1770 -0.3 0.2 0.1 0.131
C 4.1370 -0.3292 -4.2197 -0.1 -0.5 0.4 -0.015
C 4.0294 -1.4183 -3.3633 -0.7 1.1 -0.2 0.083
C 4.9816 -2.4839 -3.3386 1.4 -0.5 -0.7 -0.005
N 6.0740 -2.5188 -4.0888 -0.5 0.4 0.2 0.032
H 4.0057 -5.6798 -0.9392 0.1 -0.1 0.0 -0.001
H 1.8046 -5.7768 0.2847 -0.1 0.0 0.1 0.008
H 0.3560 -3.8017 0.2818 0.2 0.1 0.0 0.045
H 1.4012 1.3412 -3.1696 0.0 0.0 0.1 0.004
H 3.1896 1.4976 -4.8392 0.0 0.1 0.0 0.007
H 4.9786 -0.2739 -4.8935 0.1 0.0 -0.1 -0.003